1.
The following is a DFT calculation (wB97M-V/def2-TZVPD) of C36H35NPPdTe as an isolated structure.

Structure (ORCA input):
```
! RIJCOSX wB97M-V def2-TZVPD def2/J DEFGRID3
* xyz 1 1
Pd -0.373 -0.129 -0.097
C -1.850 -1.518 3.490
C -2.351 -2.400 2.377
C -3.666 -2.861 2.453
C -4.251 -3.604 1.444
C -3.523 -3.900 0.301
C -2.215 -3.465 0.209
C -1.603 -2.743 1.239
P 0.061 -2.112 0.837
C 0.954 -3.459 0.011
C 0.578 -4.788 0.205
C 1.327 -5.824 -0.328
C 2.466 -5.534 -1.062
C 2.858 -4.216 -1.238
C 2.129 -3.159 -0.701
C 2.664 -1.761 -0.847
C 1.049 -1.791 2.299
C 1.578 -2.763 3.146
C 2.227 -2.362 4.298
C 2.344 -1.003 4.587
C 1.846 -0.045 3.720
C 1.204 -0.434 2.545
C 0.693 0.550 1.533
H -2.639 -1.369 4.225
H -1.557 -0.537 3.109
H -0.987 -1.940 4.001
H -4.246 -2.613 3.333
H -5.274 -3.939 1.544
H -3.967 -4.466 -0.508
H -1.645 -3.704 -0.680
H -0.310 -5.022 0.777
H 1.020 -6.849 -0.169
H 3.057 -6.333 -1.489
H 3.758 -3.995 -1.798
H 3.474 -1.739 -1.574
H 3.055 -1.395 0.107
H 1.892 -1.061 -1.173
H 1.467 -3.815 2.910
H 2.636 -3.098 4.977
H 2.843 -0.692 5.496
H 1.964 1.007 3.949
H 1.537 0.992 0.989
H 0.144 1.365 2.008
C -2.801 4.278 -2.161
C -1.741 4.282 -1.055
C -1.344 2.924 -0.695
N -1.019 1.855 -0.454
H -3.049 5.303 -2.426
H -3.709 3.779 -1.827
H -2.430 3.769 -3.050
H -2.104 4.775 -0.152
H -0.837 4.805 -1.372
Te -1.592 -0.927 -2.334
C -0.295 -2.320 -3.252
C -0.675 -3.657 -3.279
C 0.168 -4.603 -3.845
C 1.371 -4.210 -4.411
C 1.732 -2.871 -4.412
C 0.904 -1.923 -3.828
C -1.155 0.679 -3.628
C 0.004 1.435 -3.476
C 0.281 2.462 -4.366
C -0.603 2.742 -5.401
C -1.761 1.993 -5.549
C -2.038 0.957 -4.665
H -1.633 -3.967 -2.881
H -0.126 -5.644 -3.857
H 2.022 -4.947 -4.864
H 2.664 -2.559 -4.867
H 1.199 -0.881 -3.829
H 0.692 1.223 -2.666
H 1.189 3.041 -4.255
H -0.384 3.542 -6.096
H -2.448 2.207 -6.356
H -2.938 0.369 -4.790
*
```

Computed properties:
* energy relative to the best compared isomer or geometry (same formula, charge and spin): 0.0 kJ/mol
* frontier orbital gap: 8.77 eV
* F_max: 0.3 eV Å⁻¹
* LUMO energy: -2.18 eV
* highest occupied orbital energy: -0.4024 Ha
* E: -2184.66770 a.u.

2.
The following is a DFT calculation (wB97M-V/def2-TZVPD) of C35H35BrMgN5O4P2 as an isolated structure in a non-equilibrium geometry.

Structure (ORCA input):
```
! RIJCOSX wB97M-V def2-TZVPD def2/J DEFGRID3
* xyz 1 1
Mg -0.686 0.457 0.707
C 2.710 -1.706 0.712
C 2.989 -0.332 1.333
P 1.892 1.046 0.748
C 2.656 1.329 -0.891
C 1.915 1.051 -2.039
C 2.473 1.203 -3.302
C 3.781 1.639 -3.430
C 4.539 1.892 -2.293
C 3.986 1.731 -1.034
C 2.506 2.400 1.812
C 2.972 3.617 1.322
C 3.400 4.607 2.194
C 3.355 4.400 3.564
C 2.855 3.207 4.064
C 2.426 2.218 3.193
C 1.622 -2.502 1.440
P -0.096 -2.017 0.941
C -1.135 -2.699 2.269
C -2.387 -3.238 1.979
C -3.222 -3.658 3.003
C -2.821 -3.533 4.325
C -1.587 -2.974 4.622
C -0.752 -2.551 3.601
C -0.320 -3.131 -0.480
C -0.227 -2.592 -1.760
C -0.303 -3.410 -2.878
C -0.482 -4.774 -2.720
C -0.576 -5.321 -1.446
C -0.488 -4.506 -0.329
H 3.634 -2.285 0.756
H 2.464 -1.601 -0.351
H 4.008 -0.020 1.098
H 2.916 -0.396 2.420
H 0.888 0.727 -1.946
H 1.880 0.979 -4.179
H 4.215 1.777 -4.411
H 5.568 2.212 -2.391
H 4.598 1.912 -0.159
H 3.015 3.794 0.255
H 3.770 5.546 1.802
H 3.706 5.167 4.242
H 2.796 3.050 5.133
H 2.008 1.302 3.595
H 1.739 -2.384 2.517
H 1.722 -3.564 1.215
H -2.716 -3.315 0.950
H -4.189 -4.080 2.765
H -3.475 -3.858 5.123
H -1.276 -2.862 5.653
H 0.193 -2.084 3.853
H -0.103 -1.520 -1.884
H -0.233 -2.980 -3.869
H -0.549 -5.416 -3.589
H -0.717 -6.387 -1.323
H -0.557 -4.939 0.662
N -0.168 3.696 -0.153
N -1.494 4.000 0.141
C -2.244 3.165 0.864
N -3.552 3.378 0.910
N -1.588 2.164 1.491
N -2.267 1.212 2.141
O -1.533 0.284 2.541
O -3.474 1.212 2.312
H 0.368 4.548 -0.229
H -0.123 3.154 -1.012
H -1.974 4.699 -0.407
H -3.974 4.152 0.426
H -4.112 2.749 1.465
Br -4.014 -2.199 -1.716
C -3.413 -0.894 -2.946
C -3.846 -1.059 -4.255
C -3.496 -0.143 -5.231
C -2.706 0.950 -4.908
C -2.258 1.103 -3.611
C -2.595 0.193 -2.605
C -2.009 0.449 -1.253
O -2.361 -0.192 -0.231
O -1.095 1.333 -1.147
H -4.468 -1.910 -4.495
H -3.844 -0.282 -6.246
H -2.439 1.676 -5.664
H -1.620 1.934 -3.344
*
```

Computed properties:
* energy relative to the best compared isomer or geometry (same formula, charge and spin): 54.9 kJ/mol
* frontier orbital gap: 7.87 eV
* F_max: 2.2 eV Å⁻¹
* LUMO energy: -2.96 eV
* highest occupied orbital energy: -0.3980 Ha
* E: -5386.14678 a.u.

3.
The following is a DFT calculation (wB97M-V/def2-TZVPD) of a 15-piece molecular cluster, C30H97N7O15 overall in a non-equilibrium geometry.

Structure (ORCA input):
```
! RIJCOSX wB97M-V def2-TZVPD def2/J DEFGRID3
* xyz 0 1
C -25.308 -10.499 -1.490
O -26.384 -9.534 -1.514
H -25.212 -11.194 -2.323
H -24.343 -10.012 -1.354
H -25.483 -11.135 -0.622
H -26.171 -8.955 -2.249
C -26.186 -8.517 2.041
O -26.688 -7.976 3.308
H -26.709 -9.436 1.778
H -26.160 -7.894 1.147
H -25.159 -8.809 2.262
H -27.560 -7.622 3.119
C -31.133 -3.565 -2.969
C -30.352 -3.503 -1.625
C -28.938 -3.985 -1.678
O -28.702 -5.398 -1.921
C -27.358 -5.768 -1.602
N -30.543 -2.191 -0.961
H -30.732 -2.813 -3.649
H -32.219 -3.479 -2.948
H -30.891 -4.538 -3.398
H -30.718 -4.182 -0.854
H -28.562 -3.620 -0.722
H -28.427 -3.469 -2.490
H -26.885 -5.335 -0.721
H -26.712 -5.610 -2.466
H -27.359 -6.834 -1.372
H -30.310 -2.371 0.005
H -31.504 -1.879 -0.973
C -20.048 -1.929 2.562
C -19.247 -1.419 1.411
C -17.825 -0.923 1.785
O -17.691 0.055 2.761
C -18.364 1.277 2.484
N -19.049 -2.520 0.502
H -19.544 -2.765 3.048
H -21.030 -2.228 2.196
H -20.108 -1.184 3.355
H -19.718 -0.560 0.934
H -17.270 -0.634 0.892
H -17.327 -1.839 2.103
H -18.207 2.042 3.244
H -19.439 1.097 2.495
H -18.087 1.499 1.453
H -18.336 -2.287 -0.173
H -19.905 -2.697 -0.005
C -27.376 1.130 0.055
C -25.861 1.282 0.281
C -25.280 0.610 1.518
O -23.872 0.978 1.650
C -23.217 0.672 2.822
N -25.223 0.693 -0.898
H -27.737 0.110 -0.079
H -27.730 1.622 -0.851
H -27.972 1.383 0.931
H -25.547 2.326 0.295
H -25.427 -0.468 1.585
H -25.821 1.051 2.355
H -23.708 1.142 3.674
H -22.189 1.034 2.781
H -23.165 -0.377 3.115
H -24.300 0.395 -0.614
H -24.994 1.369 -1.612
C -23.990 -4.853 3.429
C -24.162 -3.301 3.644
C -25.379 -2.897 4.498
O -26.603 -3.653 4.245
C -27.427 -3.842 5.313
N -22.902 -2.963 4.304
H -23.738 -5.350 4.366
H -23.276 -5.200 2.683
H -24.860 -5.358 3.010
H -24.232 -2.810 2.673
H -25.481 -1.812 4.500
H -25.066 -3.015 5.535
H -28.380 -4.301 5.048
H -27.797 -2.917 5.756
H -26.969 -4.398 6.131
H -22.912 -3.584 5.100
H -22.215 -3.449 3.745
C -21.014 3.508 0.209
C -22.041 3.170 -0.905
C -22.111 1.737 -1.437
O -20.854 1.491 -2.086
C -20.739 0.148 -2.485
N -23.304 3.563 -0.346
H -19.964 3.321 -0.016
H -21.174 3.011 1.166
H -21.019 4.585 0.374
H -21.826 3.832 -1.744
H -22.936 1.592 -2.135
H -22.248 1.111 -0.556
H -19.819 0.012 -3.053
H -21.552 -0.142 -3.151
H -20.743 -0.520 -1.624
H -23.424 4.511 -0.020
H -23.684 2.927 0.340
C -17.262 -4.528 -3.953
C -18.672 -4.012 -4.343
C -19.701 -5.249 -4.280
O -19.715 -5.717 -2.924
C -20.454 -6.906 -2.780
N -19.181 -3.031 -3.373
H -16.833 -5.236 -4.662
H -17.219 -5.064 -3.005
H -16.521 -3.728 -3.953
H -18.763 -3.543 -5.323
H -19.390 -6.025 -4.979
H -20.680 -4.902 -4.608
H -20.023 -7.682 -3.412
H -21.492 -6.784 -3.090
H -20.412 -7.225 -1.738
H -19.512 -3.650 -2.647
H -20.077 -2.653 -3.645
C -23.548 -1.945 -0.599
C -22.751 -3.197 -0.272
C -23.584 -4.528 -0.405
O -22.732 -5.714 -0.372
C -23.458 -6.914 -0.258
N -21.564 -3.312 -1.078
H -24.491 -1.872 -0.057
H -23.827 -1.964 -1.652
H -22.873 -1.105 -0.433
H -22.448 -3.060 0.766
H -24.036 -4.508 -1.397
H -24.324 -4.456 0.393
H -23.875 -7.284 -1.195
H -24.295 -6.741 0.418
H -22.776 -7.616 0.220
H -21.271 -4.272 -1.195
H -21.770 -3.020 -2.023
O -24.026 -0.594 -4.826
H -24.631 -0.902 -4.152
H -24.260 0.325 -4.959
O -25.886 -1.187 -2.848
H -25.724 -0.559 -2.144
H -26.834 -1.162 -2.978
O -20.209 -6.634 0.775
H -20.886 -6.164 0.288
H -20.315 -7.548 0.511
O -22.817 -10.443 0.783
H -22.686 -10.031 1.637
H -22.208 -9.988 0.201
O -20.801 -9.538 -0.489
H -21.114 -9.863 -1.334
H -19.862 -9.723 -0.494
O -21.858 -2.305 -4.360
H -22.670 -1.812 -4.477
H -21.856 -2.939 -5.077
*
```

Computed properties:
* frontier orbital gap: 8.27 eV
* F_max: 3.0 eV Å⁻¹
* LUMO energy: -0.03 eV
* highest occupied orbital energy: -0.3051 Ha
* E: -2712.83741 a.u.

4.
The following is a DFT calculation (wB97M-V/def2-TZVPD) of an isolated molecule of C4H3NO2.

Structure (ORCA input):
```
! RIJCOSX wB97M-V def2-TZVPD def2/J DEFGRID3
* xyz 0 1
O -1.645 -0.192 -0.334
C -1.796 -0.133 -1.654
C -0.323 -0.229 0.028
N 0.365 -1.291 -0.266
O 1.612 -1.034 0.231
C 1.627 0.179 0.797
C 0.413 0.771 0.695
H -2.891 -0.290 -1.758
H 2.562 0.476 1.245
H 0.076 1.743 1.017
*
```

Computed properties:
* energy relative to the best compared isomer or geometry (same formula, charge and spin): 502.8 kJ/mol
* frontier orbital gap: 9.56 eV
* F_max: 0.8 eV Å⁻¹
* LUMO energy: 0.31 eV
* highest occupied orbital energy: -0.3399 Ha
* E: -359.27887 a.u.